Entry 1:
DFT (ωB97M-V/def2-TZVPD) results for an isolated ion of composition C10H15N2O2 and charge -1 at a distorted geometry.

Structure (XYZ):
```
29
Properties=species:S:1:pos:R:3:mulliken_charge:R:1
C -1.57888 0.19648 0.06387 -0.18
C -2.84622 -0.11259 -0.21083 -0.15
C -0.93878 1.13693 0.93738 0.86
C -0.27063 -0.57720 -0.62497 1.51
C 0.99576 0.43314 -0.28615 0.96
C 2.29756 -0.14260 0.28445 -2.26
C 1.24335 1.27599 -1.54704 -1.31
C -1.24079 -2.81636 -0.32991 -1.14
C 1.10236 2.22167 1.46027 -1.18
C -0.20684 -1.88691 0.19626 -0.59
N -4.08300 -0.30581 -0.29685 -0.85
N 0.38710 1.16460 0.85874 0.07
O -0.30356 -0.77940 -1.97796 -1.01
O -1.56080 1.86557 1.71769 -0.82
H 2.71845 -0.94589 -0.26391 0.45
H 2.24571 -0.49170 1.32314 0.44
H 3.04979 0.63192 0.24686 0.55
H 0.80902 0.77014 -2.49673 0.30
H 2.38777 1.40641 -1.50906 0.32
H 0.66924 2.26417 -1.38192 0.26
H -1.17724 -3.75471 0.09934 0.48
H -2.31650 -2.37626 -0.17224 0.17
H -1.30588 -2.96291 -1.47422 0.17
H 1.86142 1.83917 2.21421 0.26
H 1.78658 2.89596 0.82835 0.27
H 0.33005 2.74391 2.06217 0.49
H 0.84456 -2.20907 0.30631 0.34
H -0.48145 -1.52920 1.18630 0.38
H -4.41814 0.04453 -1.21356 0.23
```

Results
HOMO energy, eV: -3.57
Charge: -1
Strongest force on any atom, eV/A: 3.9


Entry 2:
DFT (ωB97M-V/def2-TZVPD) results for C10H15N2O2PS as an isolated structure at a distorted geometry.

Structure (XYZ):
```
31
Properties=species:S:1:pos:R:3:mulliken_charge:R:1
O -0.15109 -1.64851 0.80449 -0.60
P -0.76865 -0.33171 1.07410 0.50
C -2.58929 -0.29097 1.04518 0.62
C -3.21094 0.91076 1.18306 -0.67
C -4.62010 1.01228 1.13039 -0.57
C -5.40872 -0.07425 0.94171 -0.82
C -4.78451 -1.33751 0.79933 0.56
N -5.40565 -2.50100 0.61159 -0.63
S -4.27522 -3.62142 0.52393 0.18
N -2.95360 -2.72644 0.70024 -0.44
C -3.36689 -1.47478 0.85034 0.62
H -0.38701 0.58340 0.06715 0.03
H -0.30125 0.24317 2.27447 0.05
H -2.65084 1.81991 1.33116 0.41
H -5.07109 1.98436 1.24543 0.37
H -6.48219 -0.01008 0.90231 0.42
C 3.06571 -0.68269 0.34776 -1.06
C 2.40364 -0.21132 -0.93365 -0.33
O 2.45893 1.19542 -1.12450 -0.41
C 3.75125 1.76451 -1.20686 -0.33
C 4.59262 1.22882 -2.35294 -1.03
H 2.62583 -0.18164 1.21181 0.23
H 2.92979 -1.75661 0.46612 0.36
H 4.13760 -0.47514 0.35325 0.39
H 1.34541 -0.46039 -0.90001 0.29
H 2.81834 -0.73340 -1.80300 0.27
H 4.28219 1.65149 -0.25465 0.30
H 3.58602 2.83300 -1.34884 0.32
H 4.80673 0.16533 -2.24204 0.27
H 5.54662 1.75575 -2.39383 0.39
H 4.07637 1.36964 -3.30352 0.29
```

Results
HOMO energy, eV: -9.51
Charge: 0
Strongest force on any atom, eV/A: 1.3


Entry 3:
DFT (ωB97M-V/def2-TZVPD) results for C10H15N2O3S2Se2Te2V as an isolated structure.

Structure (XYZ):
```
37
Properties=species:S:1:pos:R:3:mulliken_charge:R:1
V 1.09844 1.16502 -2.34003 0.25
Se 3.07730 1.46251 -3.76856 -0.51
Te 0.55633 6.50505 -3.06697 0.18
Te -0.58023 8.65097 -2.32050 -0.20
Se 1.69977 3.31404 -3.32405 -0.21
C -2.48071 -0.80662 -0.81798 -1.00
N -1.07383 -0.41534 -0.82166 -0.03
C -0.74972 0.52561 -1.83021 0.42
S -0.70911 0.24216 -3.53821 -0.43
N -0.69674 1.89439 -1.44711 0.05
C -1.56052 2.91959 -2.02665 -0.97
H -2.81141 -1.21957 -1.77916 0.32
H -3.09619 0.06769 -0.59609 0.29
H -2.64877 -1.54401 -0.03150 0.32
H -0.48353 -1.22938 -0.95759 0.29
H -0.59708 1.96710 -0.44079 0.13
H -1.57460 2.78745 -3.10531 0.39
H -1.14215 3.89991 -1.80140 0.14
H -2.58010 2.85259 -1.63468 0.28
C -0.39517 -3.31449 4.19858 -1.44
C 0.25123 -2.56127 3.06705 0.97
C 0.10053 -1.18465 2.94849 -0.81
C 0.71239 -0.48367 1.91924 -0.03
C 1.49329 -1.16253 1.00272 0.05
C 1.66068 -2.53710 1.10316 -0.64
C 1.03548 -3.22792 2.12716 -0.71
S 2.32103 -0.31844 -0.31978 1.46
O 1.78443 1.07389 -0.32277 -0.73
O 3.72010 -0.44196 -0.03851 -0.66
O 1.84972 -0.91928 -1.58205 -0.67
H -1.28760 -2.80072 4.55614 0.35
H 0.29176 -3.40957 5.04292 0.29
H -0.67934 -4.32124 3.89140 0.37
H -0.51454 -0.65179 3.66485 0.33
H 0.58064 0.58369 1.81219 0.42
H 2.27104 -3.05936 0.37744 0.39
H 1.15716 -4.30274 2.20021 0.35
```

Results
HOMO energy (spin up / spin down), eV: -3.60 / -3.67
2S+1: 4
Charge: -1
Strongest force on any atom, eV/A: 0.5


Entry 4:
DFT (ωB97M-V/def2-TZVPD) results for one molecule with the formula C10H15N3 at a distorted geometry.

Structure (XYZ):
```
28
Properties=species:S:1:pos:R:3:mulliken_charge:R:1
C 2.74095 1.50417 -0.03518 -0.88
C 1.23269 3.32752 0.73899 -0.84
C -0.39629 -0.80518 -0.23843 0.08
C -0.26972 -1.96690 0.59468 0.76
C 0.94277 -2.11031 1.44721 -1.14
C -1.34586 -2.87649 0.61761 -0.85
C -2.43356 -2.68037 -0.23645 -0.57
C -2.59532 -1.50869 -0.95913 -0.70
C -1.61419 -0.50782 -0.94302 1.02
C -1.85235 0.72490 -1.74729 -1.56
H 3.32724 2.32513 -0.49034 0.34
H 2.77402 0.66752 -0.69379 0.31
H 3.19970 1.31161 0.93219 0.28
H 1.73601 4.08824 0.05239 0.27
H 1.65655 3.41950 1.73430 0.29
H 0.15663 3.56428 0.77151 0.32
H 0.85962 -2.78362 2.30930 0.37
H 1.16896 -1.09004 1.81630 0.25
H 1.82174 -2.43078 0.80507 0.25
H -1.29007 -3.74922 1.22769 0.41
H -3.21899 -3.46133 -0.27270 0.31
H -3.40745 -1.35113 -1.64952 0.36
H -2.30171 1.48640 -1.13521 0.25
H -2.51157 0.51770 -2.56049 0.50
H -0.93094 1.10669 -2.23561 0.34
N 1.42523 2.02563 0.17099 0.41
N 0.43748 1.18851 0.20612 -0.25
N 0.68844 0.06408 -0.22718 -0.35
```

Results
HOMO energy, eV: -7.98
Charge: 0
Strongest force on any atom, eV/A: 2.5


Computed relative energy (zero: lowest compared OMol25 entry of this formula, charge and spin) (eV) in order:
0.069 0.000 0.000 2.236